Run i
Formula: C6H15N4O
Source: the OMol25 dataset
Level of theory: the ωB97M-V functional and the def2-TZVPD basis

The value obtained for the LUMO energy is -0.141 Ha. For the frontier orbital gap, the calculation gives 0.356 hartree. Its net charge is +1.

Last column: natural (NBO) charge in e.
Cartesian coordinates (Å):
C -1.0104 0.7829 -1.9186  0.781
C -2.1012 1.9549 -0.1727  -0.043
C 3.5880 -0.9072 1.1961  -0.602
C -2.6128 -0.3644 0.6244  -0.450
C 2.6792 -0.5442 0.0125  -0.393
C 1.2711 -1.2695 0.2082  -0.253
N -1.9786 1.6333 -1.5385  -0.638
N -0.2529 0.3862 -0.5797  -0.111
N 0.2559 -0.7527 -0.7069  -0.282
N -1.7191 0.6883 0.5843  -0.394
O -0.7347 0.2979 -2.9425  -0.493
H -1.2941 2.6176 0.2067  0.206
H -3.0771 2.3341 0.0764  0.227
H 2.9525 -0.6135 2.1258  0.200
H 3.9521 -1.9699 1.1792  0.220
H 4.4366 -0.3221 1.1178  0.226
H -3.2287 -0.5776 -0.2373  0.243
H -2.0564 -1.2444 0.9283  0.223
H -3.3475 -0.0291 1.5155  0.226
H 3.0675 -0.8368 -0.9540  0.220
H 2.5012 0.5833 0.1157  0.208
H 1.5027 -2.2835 -0.1862  0.224
H 0.9650 -1.2971 1.2769  0.212
H -2.2130 2.3888 -2.2061  0.444
H -0.1801 -1.5228 -1.2178  0.386
H -1.3652 0.8677 1.4926  0.412


Run ii
Formula: C6H15N4O
Source: the OMol25 dataset
Level of theory: the ωB97M-V functional and the def2-TZVPD basis

The value obtained for the LUMO energy (spin up / spin down) is -0.140 / -0.140 Ha. For the frontier orbital gap (spin up / spin down), the calculation gives 0.261 / 0.261 hartree. Its net charge is +1.

Last column: natural (NBO) charge in e.
Cartesian coordinates (Å):
C -1.6977 -0.0996 -0.2925  0.347
C 0.7394 -1.9442 -0.8870  0.286
C -0.3575 -0.3946 0.0703  0.086
C -2.7441 -0.5246 0.7065  -0.661
C 1.9517 1.8340 0.4824  -0.651
C 0.8705 1.6775 -0.5242  -0.249
N 0.5259 0.2827 -0.8272  -0.249
N 0.0951 -0.6345 1.3608  -0.879
N -2.0322 0.4013 -1.4389  -0.687
N 1.5868 -0.7417 -0.8689  -0.495
O 1.1073 -2.8361 0.0807  -0.700
H -2.8700 0.3497 1.3777  0.251
H -2.2788 -1.1619 1.4639  0.226
H -3.5739 -0.9858 0.3235  0.247
H 1.6438 1.2607 1.4346  0.230
H 2.8524 1.3854 0.1482  0.200
H 2.0387 2.9174 0.8431  0.258
H -0.0997 2.1443 -0.2665  0.226
H 1.1134 2.2706 -1.3491  0.213
H 1.0744 -1.0634 1.3260  0.385
H -0.5485 -0.7353 2.1028  0.412
H -2.9512 0.5920 -1.7057  0.414
H -1.3481 0.8677 -1.9472  0.409
H 2.3411 -0.7588 -0.1034  0.396
H 2.1969 -0.7026 -1.7944  0.456
H 0.3641 -3.4003 0.2844  0.527


Most favorable first, least favorable last: run i, run ii